# 1
Formula: C3H6N2O
Source: OMol25
Level of theory: the ωB97M-V functional and the def2-TZVPD basis

```
12
Properties=species:S:1:pos:R:3:lowdin_charge:R:1
N -2.045 -1.318 0.320 0.01
C -1.254 -0.414 -0.191 0.00
C 1.433 1.157 0.234 -0.30
O 1.100 0.289 1.272 -0.11
C 1.767 0.425 -1.017 -0.21
N 1.985 -0.172 -1.985 0.13
H -2.151 -1.374 1.325 0.10
H -2.562 -2.023 -0.199 0.11
H -1.280 -0.517 -1.289 0.04
H 0.607 1.839 -0.012 0.11
H 2.298 1.755 0.534 0.12
H 0.198 -0.022 1.006 0.00
```

Properties
E_LUMO   0.59 eV
2S+1   1
Net charge   0


# 2
Formula: C3H6N2O
Source: OMol25
Level of theory: the ωB97M-V functional and the def2-TZVPD basis

```
12
Properties=species:S:1:pos:R:3:lowdin_charge:R:1
C 0.665 -0.564 1.560 -0.13
N 1.149 -0.991 0.262 0.00
C 0.743 -0.406 -0.781 -0.22
N -0.096 0.743 -0.823 0.04
C -1.405 0.676 -1.236 -0.35
O -2.230 1.526 -0.997 0.03
H -0.088 0.235 1.535 0.07
H 0.221 -1.436 2.048 0.08
H 1.508 -0.244 2.177 0.08
H 1.052 -0.791 -1.754 0.12
H 0.098 1.497 -0.178 0.14
H -1.617 -0.244 -1.813 0.14
```

Properties
E_LUMO   0.93 eV
2S+1   1
Structure (SMILES)   C/N=C\NC=O
Net charge   0


# 3
Formula: C3H6N2O
Source: OMol25
Level of theory: the ωB97M-V functional and the def2-TZVPD basis

```
12
Properties=species:S:1:pos:R:3:lowdin_charge:R:1
C 1.233 0.054 0.100 -0.38
C 0.579 1.310 -0.092 -0.10
C -0.810 0.605 -0.100 -0.22
N -0.168 -0.638 -0.279 -0.14
N -0.748 -1.884 0.056 0.05
O 2.344 -0.300 0.325 0.13
H 0.644 2.100 0.760 0.15
H 0.917 1.750 -1.069 0.14
H -1.396 0.779 0.782 0.09
H -1.522 0.987 -0.935 0.13
H -0.535 -2.242 1.059 0.13
H -0.539 -2.523 -0.608 0.02
```

Properties
E_LUMO   0.92 eV
2S+1   1
Structure (SMILES)   NN1CCC1=O
Net charge   0


# 4
Formula: C3H6N2O
Source: OMol25
Level of theory: the ωB97M-V functional and the def2-TZVPD basis

```
12
Properties=species:S:1:pos:R:3:lowdin_charge:R:1
N 0.907 -0.119 0.769 0.00
C 0.002 0.704 0.069 -0.34
C -0.480 -0.659 -0.957 -0.19
O 0.439 -1.521 -1.529 -0.03
C -0.777 1.528 0.913 -0.20
N -1.434 2.142 1.640 0.15
H 1.677 0.395 1.149 0.09
H 0.400 -0.606 1.494 0.10
H 0.492 1.328 -0.653 0.13
H -1.231 -1.143 -0.332 0.11
H -0.897 -0.097 -1.761 0.09
H 0.902 -1.953 -0.800 0.09
```

Properties
E_LUMO   0.70 eV
2S+1   1
Structure (SMILES)   N#C[C@@H](N)CO
Net charge   0


# 5
Formula: C3H6N2O2
Source: OMol25
Level of theory: the ωB97M-V functional and the def2-TZVPD basis

```
13
Properties=species:S:1:pos:R:3:lowdin_charge:R:1
C 2.298 0.341 -0.003 -0.11
C 1.460 1.498 -0.029 -0.04
C -2.239 -0.728 0.063 -0.11
N -0.850 -0.295 0.111 -0.11
N 0.033 -1.131 -0.004 -0.26
O 3.328 -0.194 0.040 0.22
O 0.027 -2.350 -0.176 -0.08
H 1.479 1.912 -1.038 0.11
H 1.799 2.258 0.678 0.11
H 0.410 1.207 0.185 0.05
H -2.850 0.088 -0.314 0.06
H -2.564 -0.999 1.069 0.08
H -2.330 -1.609 -0.581 0.07
```

Properties
E_LUMO (spin up / spin down)   -0.68 / -0.12 eV
2S+1   1
Net charge   0


# 6
Formula: C3H6N2O2
Source: OMol25
Level of theory: the ωB97M-V functional and the def2-TZVPD basis

```
13
Properties=species:S:1:pos:R:3:lowdin_charge:R:1
N -1.434 0.445 -0.732 0.17
C -1.461 -0.044 0.533 -0.52
O -2.424 0.028 1.275 0.05
C -0.154 -0.702 0.985 -0.09
O 0.920 0.248 1.027 -0.04
C 1.649 0.422 -0.075 -0.31
N 1.437 -0.176 -1.174 0.10
H -2.275 0.869 -1.092 0.11
H -0.655 0.239 -1.346 0.07
H 0.117 -1.536 0.328 0.12
H -0.292 -1.043 2.010 0.13
H 2.433 1.157 0.120 0.14
H 2.139 0.093 -1.859 0.06
```

Properties
E_LUMO   0.82 eV
2S+1   1
Structure (SMILES)   [H]/N=C/OCC(N)=O
Net charge   0


# 7
Formula: C3H6N2O2
Source: OMol25
Level of theory: the ωB97M-V functional and the def2-TZVPD basis

```
13
Properties=species:S:1:pos:R:3:lowdin_charge:R:1
C -0.978 1.779 0.216 -0.15
C 0.597 0.275 -0.409 -0.38
C -0.698 -0.372 -0.014 -0.35
N 1.743 -0.411 0.133 0.08
N -1.105 -1.633 -0.396 0.15
O -1.523 0.543 0.387 0.06
O 0.412 1.611 0.033 -0.04
H 2.605 0.003 -0.202 0.08
H 1.748 -0.346 1.149 0.09
H -0.339 -2.286 -0.475 0.10
H -1.930 -1.969 0.080 0.10
H -1.198 2.457 1.032 0.10
H 0.666 0.349 -1.535 0.17
```

Properties
E_LUMO (spin up / spin down)   0.96 / 0.80 eV
2S+1   1
Net charge   0


# 8
Formula: C3H6N2O2
Source: OMol25
Level of theory: the ωB97M-V functional and the def2-TZVPD basis

```
13
Properties=species:S:1:pos:R:3:lowdin_charge:R:1
C 0.937 0.568 -1.826 -0.07
O 1.036 0.223 -0.455 -0.06
C -0.110 -0.081 0.207 -0.50
N -1.304 -0.108 -0.213 0.16
N 0.255 -0.383 1.515 0.12
C -0.522 -0.742 2.597 -0.31
O -0.018 -0.970 3.673 0.04
H 1.957 0.774 -2.153 0.10
H 0.325 1.466 -1.969 0.10
H 0.529 -0.260 -2.417 0.10
H -1.371 0.145 -1.195 0.04
H 1.243 -0.333 1.724 0.15
H -1.603 -0.801 2.401 0.14
```

Properties
E_LUMO   0.64 eV
2S+1   1
Structure (SMILES)   [H]/N=C(/NC=O)OC
Net charge   0


# 9
Formula: C3H6N2O2
Source: OMol25
Level of theory: the ωB97M-V functional and the def2-TZVPD basis

```
13
Properties=species:S:1:pos:R:3:lowdin_charge:R:1
C -1.062 1.888 0.405 -0.14
C 0.775 0.493 0.093 -0.56
C -1.173 -2.453 -0.559 0.03
H -1.971 1.330 -0.308 0.15
H -1.402 1.762 1.922 0.18
H -1.087 3.046 0.051 0.09
H 0.990 2.403 0.518 0.10
H -2.209 -2.273 -0.446 0.05
H -0.954 -3.407 -1.183 0.10
N 0.371 1.731 0.320 0.01
N -0.019 -1.732 -0.423 0.06
O 1.935 0.073 0.102 0.06
O -0.319 -0.376 -0.035 -0.12
```

Properties
E_LUMO   0.51 eV
2S+1   1
Net charge   0


# 10
Formula: C3H6N2O2
Source: OMol25
Level of theory: the ωB97M-V functional and the def2-TZVPD basis

```
13
Properties=species:S:1:pos:R:3:lowdin_charge:R:1
C 0.111 -0.816 1.757 -0.02
C 0.503 0.187 -0.648 -0.42
C -0.168 -0.044 0.501 -0.31
O -0.895 0.777 -2.369 0.01
O 1.612 -0.185 -1.216 0.13
N -0.413 1.052 -1.094 -0.08
N -1.249 0.615 0.088 0.10
H -0.267 1.254 -2.937 0.11
H 1.803 -1.101 -0.960 0.13
H -1.608 1.370 0.680 0.13
H -0.127 -1.874 1.604 0.08
H -0.480 -0.446 2.599 0.07
H 1.177 -0.789 1.996 0.08
```

Properties
E_LUMO   0.63 eV
2S+1   1
Net charge   0


# 11
Formula: C3H6N2O2
Source: OMol25
Level of theory: the ωB97M-V functional and the def2-TZVPD basis

```
13
Properties=species:S:1:pos:R:3:lowdin_charge:R:1
N 0.477 -1.758 -0.338 0.18
C 0.480 -1.031 0.799 -0.57
O 1.209 -1.235 1.755 0.06
C -0.571 0.043 0.919 0.15
O -1.248 0.242 -1.042 -0.08
C -0.486 1.236 -1.245 -0.44
N 0.255 1.624 -0.269 0.10
H 1.179 -2.474 -0.447 0.12
H -0.116 -1.482 -1.107 0.09
H -0.332 0.739 1.709 0.09
H -1.595 -0.317 0.961 0.10
H -0.486 1.711 -2.233 0.13
H 0.897 2.402 -0.400 0.08
```

Properties
E_LUMO   -0.21 eV
2S+1   1
Net charge   0


# 12
Formula: C3H6N2O2
Source: OMol25
Level of theory: the ωB97M-V functional and the def2-TZVPD basis

```
13
Properties=species:S:1:pos:R:3:lowdin_charge:R:1
C 0.455 -1.460 0.219 -0.42
C 1.578 -0.874 0.994 0.00
C -1.284 1.732 -0.634 -0.16
N -0.342 0.932 0.021 0.06
N -0.406 -0.500 -0.436 -0.19
O 0.212 -2.617 0.053 0.16
O -1.235 -0.836 -1.267 0.04
H 1.824 -1.537 1.819 0.09
H 1.331 0.125 1.335 0.06
H 2.444 -0.819 0.335 0.10
H -1.335 2.668 -0.080 0.08
H -2.265 1.244 -0.691 0.09
H -0.977 1.940 -1.668 0.10
```

Properties
E_LUMO (spin up / spin down)   -0.86 / -0.84 eV
2S+1   1
Structure (SMILES)   C/N=[N+](\[O-])C(C)=O
Net charge   0


# 13
Formula: C3H6N2O2
Source: OMol25
Level of theory: the ωB97M-V functional and the def2-TZVPD basis

```
13
Properties=species:S:1:pos:R:3:lowdin_charge:R:1
C 0.389 0.161 1.728 -0.01
N 1.442 0.565 -0.579 0.14
C 0.285 0.549 0.301 -0.49
C 0.452 -0.452 -0.836 -0.24
O -1.760 -1.002 -1.307 0.00
N -0.780 0.026 -1.406 -0.04
O -0.972 0.988 -0.190 0.00
H -2.261 -0.862 -2.130 0.11
H 1.332 1.312 -1.265 0.11
H 0.629 -1.498 -0.627 0.15
H 1.228 -0.519 1.903 0.09
H -0.529 -0.324 2.072 0.09
H 0.545 1.057 2.338 0.08
```

Properties
E_LUMO   0.94 eV
2S+1   1
Structure (SMILES)   C[C@@]12N[C@@H]1N(O)O2
Net charge   0


# 14
Formula: C3H6N2O2
Source: OMol25
Level of theory: the ωB97M-V functional and the def2-TZVPD basis

```
13
Properties=species:S:1:pos:R:3:lowdin_charge:R:1
N 1.086 0.242 -1.427 0.14
C 1.124 0.852 -0.207 -0.51
O 2.141 1.271 0.315 0.06
C -0.249 1.165 0.424 -0.08
O -0.847 0.194 1.292 -0.04
C -1.102 -1.052 0.901 -0.30
N -0.761 -1.563 -0.207 0.11
H 1.993 -0.020 -1.788 0.11
H 0.344 -0.442 -1.541 0.06
H -0.967 1.447 -0.352 0.13
H -0.071 2.009 1.090 0.13
H -1.652 -1.563 1.696 0.14
H -1.034 -2.542 -0.232 0.06
```

Properties
E_LUMO   0.79 eV
2S+1   1
Structure (SMILES)   [H]/N=C/OCC(N)=O
Net charge   0


# 15
Formula: C3H6N2O2
Source: OMol25
Level of theory: the ωB97M-V functional and the def2-TZVPD basis

```
13
Properties=species:S:1:pos:R:3:lowdin_charge:R:1
N 0.355 1.337 -1.497 0.19
C 0.763 0.357 -0.659 -0.53
O 0.595 -0.818 -0.967 0.03
C 1.029 0.618 0.786 -0.03
O -0.335 0.087 1.190 -0.08
C -0.714 -1.134 0.642 -0.38
N -1.899 -1.119 0.200 0.13
H -0.400 1.005 -2.085 0.12
H 0.308 2.298 -1.204 0.11
H 1.214 1.678 1.062 0.13
H 1.806 -0.011 1.229 0.12
H -0.098 -2.018 0.864 0.14
H -2.320 -2.032 0.318 0.05
```

Properties
E_LUMO   0.76 eV
2S+1   1
Structure (SMILES)   [H]/N=C/OCC(N)=O
Net charge   0


# 16
Formula: C3H6N2O2
Source: OMol25
Level of theory: the ωB97M-V functional and the def2-TZVPD basis

```
13
Properties=species:S:1:pos:R:3:lowdin_charge:R:1
C -2.541 -0.214 -2.528 -0.47
C 0.730 0.430 1.300 -0.32
C 0.533 -0.241 -0.047 -0.12
N 1.546 -0.054 -0.842 0.05
N 0.007 -0.318 2.370 -0.01
O -2.763 0.838 -2.908 0.21
O -2.448 -1.269 -2.114 0.21
H 1.808 0.606 1.435 0.09
H 0.367 1.411 1.092 0.09
H 1.450 -0.558 -1.681 0.07
H 2.331 0.507 -0.588 0.09
H -0.896 0.068 2.598 0.05
H -0.124 -1.205 1.913 0.03
```

Properties
E_LUMO   0.64 eV
2S+1   1
Net charge   0


# 17
Formula: C3H6N2O2
Source: OMol25
Level of theory: the ωB97M-V functional and the def2-TZVPD basis

```
13
Properties=species:S:1:pos:R:3:lowdin_charge:R:1
C -1.954 0.015 -1.226 -0.07
O -1.181 -0.044 -0.032 -0.07
C 0.176 0.021 -0.178 -0.49
N 0.886 0.123 -1.221 0.18
N 0.720 -0.046 1.118 0.08
C 2.025 -0.034 1.406 -0.21
O 2.274 -0.110 2.722 -0.01
H -2.997 -0.051 -0.908 0.09
H -1.721 -0.826 -1.893 0.10
H -1.794 0.964 -1.757 0.10
H 0.326 0.154 -2.072 0.04
H 0.051 -0.113 1.884 0.15
H 3.188 -0.053 2.159 0.12
```

Properties
E_LUMO   0.72 eV
2S+1   1
Net charge   0


# 18
Formula: C3H6N2O2
Source: OMol25
Level of theory: the ωB97M-V functional and the def2-TZVPD basis

```
13
Properties=species:S:1:pos:R:3:lowdin_charge:R:1
C -0.965 -1.185 0.779 -0.49
C -0.598 -0.766 -0.662 -0.12
C 0.317 0.458 -0.487 -0.21
N 0.831 0.418 0.827 0.06
N 0.044 -0.478 1.592 -0.07
O -1.770 -1.987 1.159 0.05
O -0.084 -0.114 2.914 0.04
H -0.196 -1.597 -1.192 0.10
H -1.526 -0.390 -1.126 0.11
H 0.930 0.459 -1.339 0.11
H -0.465 1.209 -0.630 0.11
H 1.810 0.029 0.885 0.18
H -0.557 0.776 2.859 0.13
```

Properties
E_LUMO (spin up / spin down)   0.68 / -2.57 eV
2S+1   3
Net charge   0


# 19
Formula: C3H6N2O2S
Source: OMol25
Level of theory: the ωB97M-V functional and the def2-TZVPD basis

```
14
Properties=species:S:1:pos:R:3:lowdin_charge:R:1
C 1.826 1.650 0.143 0.00
C 1.224 0.261 -0.016 -0.43
C -0.656 -1.015 0.082 -0.26
H 2.040 1.946 1.258 0.12
H 1.103 2.515 -0.239 0.12
H 2.678 1.573 -0.528 0.06
H 0.125 -1.802 -0.025 0.13
H -4.063 -0.098 0.487 -0.07
H 3.718 -1.324 -0.141 0.09
N -1.944 -1.032 0.210 -0.35
N 1.895 -0.834 -0.100 0.03
O -0.092 0.251 -0.224 -0.07
O 3.252 -0.515 0.033 -0.06
S -2.806 0.437 -0.082 0.68
```

Properties
E_LUMO   0.74 eV
2S+1   1
Structure (SMILES)   C/C(=N\O)O/C=N\S
Net charge   0


# 20
Formula: C3H6N2O3
Source: OMol25
Level of theory: the ωB97M-V functional and the def2-TZVPD basis

```
14
Properties=species:S:1:pos:R:3:lowdin_charge:R:1
C -0.232 -1.069 -0.011 -0.56
C -1.293 -2.192 -0.298 0.03
C 1.505 2.163 0.957 -0.13
N -1.191 1.795 -1.487 0.09
N -0.958 1.832 -0.413 0.05
O 0.792 -0.980 -0.931 0.04
O -0.471 -0.284 0.855 0.02
O 1.824 1.454 0.052 -0.03
H -0.805 -3.009 0.261 0.09
H -1.250 -2.268 -1.364 0.07
H -2.196 -1.919 0.219 0.08
H 1.056 1.633 1.764 0.07
H 1.687 3.198 1.036 0.07
H 1.532 -0.353 -0.638 0.11
```

Properties
E_LUMO   0.75 eV
2S+1   1
Structure (SMILES)   CC(=O)O.C=O.N#N
Net charge   0


Computed ΔE to the lowest compared entry with this formula, charge and spin (kcal per mole) in order:
81.31, 30.78, 73.00, 66.75, 149.18, 28.54, 107.86, 32.18, 157.95, 144.25, 83.83, 118.75, 157.87, 33.55, 69.80, 70.25, 99.64, 86.61, 108.03, 33.26